[1]
{
  "formula": "C30H40BrINP2Tc",
  "method": "ωB97M-V with the def2-TZVPD basis set",
  "species": ["Tc", "C", "C", "C", "P", "C", "C", "C", "C", "C", "C", "C", "C", "C", "N", "C", "C", "C", "C", "C", "C", "P", "C", "C", "C", "C", "C", "C", "H", "H", "H", "H", "H", "H", "H", "H", "H", "H", "H", "H", "H", "H", "H", "H", "H", "H", "H", "H", "H", "H", "H", "H", "H", "H", "H", "H", "H", "H", "H", "H", "H", "H", "H", "H", "Br", "C", "C", "C", "C", "C", "C", "I", "H", "H", "H", "H"],
  "positions_angstrom": [[0.44, 0.74, -0.16], [1.42, -0.31, -3.89], [0.28, -1.07, -3.20], [-0.46, -2.02, -4.14], [-0.79, 0.10, -2.26], [-1.64, 1.38, -3.28], [-1.99, 0.88, -4.69], [-0.87, 2.69, -3.36], [-2.08, -0.84, -1.42], [-3.36, -1.06, -1.91], [-4.30, -1.75, -1.15], [-3.97, -2.21, 0.11], [-2.70, -2.01, 0.63], [-1.74, -1.33, -0.14], [-0.46, -1.04, 0.35], [0.15, -1.95, 1.21], [-0.12, -3.33, 1.12], [0.48, -4.21, 2.01], [1.35, -3.73, 2.98], [1.66, -2.38, 3.05], [1.09, -1.48, 2.15], [1.54, 0.25, 2.02], [3.33, 0.35, 1.63], [4.31, -0.14, 2.69], [3.52, -0.39, 0.30], [1.04, 1.23, 3.49], [1.68, 2.62, 3.41], [1.31, 0.52, 4.82], [2.10, -1.03, -4.35], [2.00, 0.31, -3.20], [1.04, 0.32, -4.69], [0.71, -1.68, -2.39], [-0.75, -1.51, -5.06], [-1.34, -2.46, -3.68], [0.21, -2.83, -4.41], [-2.57, 1.54, -2.72], [-1.10, 0.81, -5.32], [-2.65, 1.62, -5.16], [-2.51, -0.07, -4.71], [0.12, 2.56, -3.81], [-0.75, 3.16, -2.38], [-1.43, 3.39, -3.98], [-3.64, -0.69, -2.89], [-5.29, -1.92, -1.55], [-4.71, -2.72, 0.72], [-2.46, -2.34, 1.63], [-0.78, -3.71, 0.35], [0.28, -5.27, 1.93], [1.80, -4.42, 3.69], [2.35, -2.03, 3.80], [3.49, 1.42, 1.47], [4.23, -1.22, 2.83], [4.17, 0.35, 3.65], [5.32, 0.07, 2.36], [3.40, -1.47, 0.42], [4.51, -0.20, -0.11], [2.79, -0.07, -0.48], [-0.04, 1.34, 3.37], [2.76, 2.56, 3.58], [1.27, 3.25, 4.19], [1.51, 3.11, 2.45], [2.37, 0.35, 4.99], [0.77, -0.42, 4.90], [0.95, 1.17, 5.62], [-1.17, 2.34, 0.74], [-0.61, 4.14, 0.33], [-1.49, 5.14, 0.70], [-1.13, 6.46, 0.45], [0.08, 6.75, -0.16], [0.96, 5.73, -0.53], [0.60, 4.41, -0.28], [1.92, 2.89, -0.88], [-2.43, 4.91, 1.18], [-1.80, 7.25, 0.73], [0.36, 7.77, -0.36], [1.90, 5.96, -1.01]],
  "e_lumo_ev": [-10.426, -11.223],
  "de_lowest_kj_mol": 0.0,
  "total_charge": 3,
  "multiplicity": 4,
  "homo_energy_ev": [-16.63, -17.43],
  "total_energy_ha": -4856.16603
}

[2]
{
  "formula": "C3H11N4S",
  "method": "ωB97M-V with the def2-TZVPD basis set",
  "species": ["C", "C", "S", "N", "H", "H", "H", "H", "H", "H", "N", "C", "N", "N", "H", "H", "H", "H", "H"],
  "positions_angstrom": [[1.02, -1.94, -1.33], [-0.21, -1.09, -0.98], [-0.19, 0.40, -2.00], [2.35, -1.32, -1.23], [0.91, -2.09, -2.41], [1.06, -2.88, -0.76], [-0.21, -0.89, 0.12], [-1.12, -1.72, -1.12], [2.63, -1.09, -0.29], [2.33, -0.40, -1.79], [-1.78, 1.63, 0.46], [-1.01, 1.58, 1.61], [0.37, 1.69, 1.30], [-1.35, 1.48, 2.84], [-2.73, 1.43, 0.66], [-1.38, 1.16, -0.44], [0.67, 1.36, 0.38], [0.98, 1.42, 2.07], [-2.34, 1.26, 2.92]],
  "e_lumo_ev": [0.606, -3.034],
  "multiplicity": 2,
  "homo_energy_ev": [-8.87, -8.86],
  "total_energy_ha": -738.05660
}

[3]
{
  "formula": "C51H56N10O17",
  "method": "ωB97M-V with the def2-TZVPD basis set",
  "species": ["O", "N", "O", "C", "C", "C", "C", "C", "C", "H", "H", "H", "H", "H", "O", "N", "O", "C", "C", "C", "C", "C", "C", "H", "H", "H", "H", "H", "O", "N", "O", "C", "C", "C", "C", "C", "C", "H", "H", "H", "H", "H", "O", "N", "O", "C", "C", "C", "C", "C", "C", "H", "H", "H", "H", "H", "O", "N", "O", "C", "C", "C", "C", "C", "C", "H", "H", "H", "H", "H", "O", "N", "O", "C", "C", "C", "C", "C", "C", "H", "H", "H", "H", "H", "O", "N", "O", "C", "C", "C", "C", "C", "C", "H", "H", "H", "H", "H", "C", "N", "C", "C", "O", "H", "H", "H", "H", "H", "H", "H", "C", "N", "C", "C", "O", "H", "H", "H", "H", "H", "H", "H", "C", "N", "C", "C", "O", "H", "H", "H", "H", "H", "H", "H"],
  "positions_angstrom": [[4.22, -9.45, -0.78], [3.62, -9.73, 0.19], [3.31, -8.81, 0.97], [2.98, -11.09, 0.19], [3.18, -11.88, -0.94], [2.60, -13.14, -1.04], [1.73, -13.52, 0.00], [1.52, -12.71, 1.11], [2.16, -11.49, 1.24], [3.87, -11.47, -1.65], [2.78, -13.84, -1.84], [1.14, -14.43, -0.08], [0.83, -12.98, 1.90], [1.87, -10.86, 2.06], [-3.57, 1.60, -0.40], [-2.43, 1.59, -0.04], [-1.75, 2.64, 0.24], [-1.76, 0.28, -0.17], [-0.43, 0.24, 0.16], [0.22, -0.97, 0.15], [-0.46, -2.12, -0.11], [-1.74, -2.09, -0.58], [-2.49, -0.88, -0.59], [0.11, 1.12, 0.49], [1.29, -0.92, 0.28], [0.03, -3.08, -0.24], [-2.27, -2.93, -1.01], [-3.49, -0.95, -0.98], [11.04, 3.39, 1.65], [10.09, 2.67, 1.30], [9.88, 1.54, 1.74], [9.12, 3.32, 0.33], [7.70, 3.19, 0.51], [6.77, 4.00, -0.15], [7.25, 4.94, -1.06], [8.64, 5.02, -1.29], [9.54, 4.24, -0.63], [7.49, 2.33, 1.13], [5.72, 3.79, 0.02], [6.61, 5.65, -1.55], [9.04, 5.84, -1.86], [10.61, 4.35, -0.74], [3.30, 14.34, -3.84], [2.48, 14.47, -2.94], [2.46, 15.55, -2.32], [1.70, 13.29, -2.53], [2.18, 11.96, -2.81], [1.60, 10.94, -2.16], [0.45, 11.12, -1.40], [-0.14, 12.39, -1.33], [0.50, 13.47, -1.87], [3.14, 11.91, -3.30], [1.95, 9.94, -2.39], [-0.13, 10.27, -1.07], [-1.11, 12.49, -0.87], [-0.02, 14.42, -1.80], [-5.50, -3.70, 3.03], [-5.77, -2.54, 3.29], [-6.59, -1.87, 2.69], [-4.93, -1.84, 4.23], [-5.16, -0.47, 4.39], [-4.19, 0.30, 5.10], [-2.98, -0.31, 5.50], [-2.72, -1.62, 5.26], [-3.78, -2.47, 4.72], [-5.92, 0.14, 3.91], [-4.43, 1.34, 5.27], [-2.18, 0.38, 5.75], [-1.84, -2.19, 5.51], [-3.53, -3.50, 4.53], [-0.08, -9.44, -6.79], [-0.79, -10.09, -5.97], [-1.14, -9.64, -4.89], [-1.11, -11.50, -6.26], [-1.02, -12.05, -7.57], [-1.23, -13.40, -7.79], [-1.58, -14.25, -6.73], [-1.81, -13.66, -5.48], [-1.50, -12.34, -5.25], [-0.85, -11.41, -8.43], [-1.00, -13.77, -8.78], [-1.64, -15.32, -6.90], [-1.99, -14.25, -4.59], [-1.43, -11.92, -4.26], [9.10, -5.05, 1.73], [8.70, -4.07, 1.12], [7.62, -3.48, 1.44], [9.47, -3.58, -0.05], [10.94, -3.74, -0.08], [11.58, -3.34, -1.23], [10.89, -2.87, -2.37], [9.50, -2.75, -2.39], [8.85, -3.15, -1.14], [11.54, -4.05, 0.76], [12.65, -3.27, -1.36], [11.51, -2.43, -3.14], [9.11, -2.37, -3.32], [7.78, -3.15, -0.98], [-0.14, 6.13, 6.53], [1.04, 5.68, 7.12], [1.44, 6.44, 8.36], [2.03, 4.96, 6.58], [1.94, 4.52, 5.43], [0.00, 7.16, 6.18], [-0.98, 5.85, 7.17], [-0.47, 5.75, 5.56], [2.13, 7.26, 8.19], [0.60, 7.05, 8.68], [1.75, 5.86, 9.24], [3.00, 4.92, 7.10], [-12.40, 0.52, -2.15], [-11.65, 1.05, -3.32], [-12.17, 2.21, -3.93], [-10.54, 0.42, -3.74], [-9.98, 0.68, -4.82], [-13.00, 1.31, -1.69], [-11.82, -0.05, -1.42], [-13.08, -0.24, -2.52], [-11.93, 3.12, -3.39], [-11.86, 2.36, -4.97], [-13.24, 2.08, -4.06], [-10.11, -0.27, -3.00], [-6.79, 8.25, 0.65], [-7.52, 7.92, 1.96], [-6.72, 7.91, 3.15], [-8.83, 7.51, 1.94], [-9.48, 7.07, 2.93], [-6.68, 9.33, 0.69], [-7.43, 8.09, -0.21], [-5.80, 7.79, 0.57], [-7.30, 7.62, 4.02], [-6.09, 7.05, 2.94], [-6.14, 8.76, 3.51], [-9.31, 7.60, 0.95]],
  "e_lumo_ev": -0.806,
  "smiles": "O=[N+]([O-])c1ccccc1.O=[N+]([O-])c1ccccc1.O=[N+]([O-])c1ccccc1.O=[N+]([O-])c1ccccc1.O=[N+]([O-])c1ccccc1.O=[N+]([O-])c1ccccc1.O=[N+]([O-])c1ccccc1.CN(C)C=O.CN(C)C=O.CN(C)C=O",
  "de_lowest_kj_mol": 708.0,
  "multiplicity": 1,
  "homo_energy_ev": -9.16,
  "total_energy_ha": -3802.75290
}

[4]
{
  "formula": "C12H34BKO6",
  "method": "ωB97M-V with the def2-TZVPD basis set",
  "species": ["K", "B", "H", "H", "H", "H", "C", "O", "C", "C", "O", "C", "H", "H", "H", "H", "H", "H", "H", "H", "H", "H", "C", "O", "C", "C", "O", "C", "H", "H", "H", "H", "H", "H", "H", "H", "H", "H", "C", "O", "C", "C", "O", "C", "H", "H", "H", "H", "H", "H", "H", "H", "H", "H"],
  "positions_angstrom": [[0.02, -0.23, -1.01], [-4.26, 0.44, -3.00], [-4.43, -0.49, -2.48], [-4.78, 0.49, -3.94], [-4.55, 1.23, -2.33], [-3.21, 0.62, -3.18], [-4.06, 3.17, 2.93], [-3.22, 3.44, 1.81], [-2.13, 4.34, 2.06], [-0.98, 3.77, 3.02], [-0.61, 2.53, 2.55], [0.38, 1.91, 3.36], [-4.92, 2.59, 2.59], [-4.52, 4.10, 3.27], [-3.59, 2.67, 3.77], [-2.45, 5.28, 2.52], [-1.62, 4.51, 1.11], [-1.34, 3.73, 4.05], [-0.11, 4.42, 3.03], [0.49, 0.83, 3.24], [0.05, 2.00, 4.39], [1.38, 2.36, 3.38], [0.30, -5.09, -2.23], [-0.57, -4.40, -1.32], [-1.22, -5.22, -0.37], [-2.34, -4.47, 0.30], [-1.91, -3.36, 1.09], [-2.58, -3.33, 2.37], [-0.30, -5.71, -2.90], [1.08, -5.67, -1.75], [0.78, -4.39, -2.91], [-0.53, -5.55, 0.41], [-1.52, -6.17, -0.82], [-2.94, -5.23, 0.79], [-2.88, -4.02, -0.54], [-2.16, -2.51, 2.96], [-2.34, -4.29, 2.83], [-3.66, -3.27, 2.31], [4.87, -1.03, -0.27], [4.40, 0.08, -0.90], [5.08, 0.43, -2.12], [4.83, 1.90, -2.51], [3.41, 2.09, -2.56], [3.10, 3.41, -3.06], [5.94, -0.96, -0.10], [4.72, -1.98, -0.78], [4.41, -1.18, 0.71], [4.79, -0.19, -2.97], [6.16, 0.41, -1.92], [5.31, 2.13, -3.47], [5.23, 2.64, -1.82], [3.82, 3.76, -3.81], [3.00, 4.13, -2.25], [2.13, 3.34, -3.55]],
  "e_lumo_ev": -0.886,
  "de_lowest_kj_mol": 457.2,
  "multiplicity": 1,
  "homo_energy_ev": -6.61,
  "total_energy_ha": -1553.51766
}

[5]
{
  "formula": "C9H13NO2",
  "method": "ωB97M-V with the def2-TZVPD basis set",
  "species": ["C", "C", "O", "N", "H", "H", "H", "H", "H", "C", "C", "C", "C", "C", "C", "C", "O", "H", "H", "H", "H", "H", "H", "H", "H"],
  "positions_angstrom": [[0.96, 0.55, -3.01], [-0.38, 0.77, -2.30], [-0.69, 1.85, -1.82], [-1.16, -0.33, -2.07], [1.80, 1.23, -2.85], [0.66, 0.46, -4.05], [-1.94, -0.27, -1.44], [-0.61, -1.19, -2.05], [1.16, -0.48, -2.69], [2.42, -0.62, 1.56], [-0.96, 1.26, 1.31], [0.39, 0.95, 1.64], [-1.73, 0.14, 1.22], [0.94, -0.28, 1.37], [-1.32, -1.21, 1.27], [0.03, -1.39, 1.37], [-3.10, 0.20, 0.97], [-1.17, 2.33, 1.25], [1.16, 1.66, 1.93], [-3.31, 1.13, 0.97], [-2.04, -2.02, 1.24], [2.84, -1.24, 0.76], [2.50, -1.35, 2.38], [0.50, -2.36, 1.31], [3.07, 0.21, 1.73]],
  "e_lumo_ev": [3.373, 3.294],
  "de_lowest_kj_mol": 133.7,
  "total_charge": -1,
  "multiplicity": 2,
  "homo_energy_ev": [1.10, -5.12],
  "total_energy_ha": -555.92129
}

[6]
{
  "formula": "C4H8BrN2",
  "method": "ωB97M-V with the def2-TZVPD basis set",
  "species": ["C", "N", "C", "C", "N", "Br", "C", "H", "H", "H", "H", "H", "H", "H", "H"],
  "positions_angstrom": [[1.51, 0.38, -0.80], [0.73, 0.19, 0.48], [0.23, -1.21, 0.40], [-1.03, -1.30, -0.13], [-1.65, -0.01, -0.37], [-3.39, 0.29, 0.11], [-0.48, 1.04, 0.51], [2.35, -0.27, -0.83], [0.70, 0.35, -1.64], [1.79, 1.41, -0.86], [1.33, 0.30, 1.31], [0.68, -2.07, 0.83], [-1.50, -2.16, -0.48], [-0.58, 2.03, -0.10], [-0.70, 1.04, 1.59]],
  "e_lumo_ev": -3.994,
  "smiles": "C[N@@H+]1C=CN(Br)C1",
  "de_lowest_kj_mol": 451.8,
  "total_charge": 1,
  "multiplicity": 1,
  "homo_energy_ev": -13.06,
  "total_energy_ha": -2840.34802
}

[7]
{
  "formula": "C4H9NO2",
  "method": "ωB97M-V with the def2-TZVPD basis set",
  "species": ["C", "N", "C", "O", "C", "C", "O", "H", "H", "H", "H", "H", "H", "H", "H", "H"],
  "positions_angstrom": [[0.14, 0.46, -2.02], [0.48, -0.39, -0.81], [-0.28, -1.47, -0.67], [-1.36, -1.56, -1.35], [0.74, 0.53, 0.38], [0.10, 0.05, 1.70], [-1.36, 0.27, 1.79], [-0.13, -0.23, -2.81], [0.96, 1.07, -2.34], [-0.76, 0.98, -1.84], [-0.06, -2.29, 0.11], [1.80, 0.81, 0.61], [0.27, 1.49, 0.22], [0.50, 0.87, 2.39], [0.40, -0.94, 1.92], [-1.44, 0.37, 2.71]],
  "e_lumo_ev": 0.723,
  "smiles": "CN(C=O)CCO",
  "de_lowest_kj_mol": 270.5,
  "multiplicity": 1,
  "homo_energy_ev": -9.40,
  "total_energy_ha": -362.98251
}

[8]
{
  "formula": "C6H17N2",
  "method": "ωB97M-V with the def2-TZVPD basis set",
  "species": ["C", "C", "C", "C", "C", "C", "N", "N", "H", "H", "H", "H", "H", "H", "H", "H", "H", "H", "H", "H", "H", "H", "H", "H", "H"],
  "positions_angstrom": [[-1.87, 0.00, 1.14], [-2.28, -0.15, -1.42], [1.88, -1.44, 0.80], [-1.43, -0.55, -0.24], [0.44, -0.03, -0.65], [1.23, -0.03, 0.62], [0.31, 1.33, -1.13], [2.28, 1.02, 0.47], [-1.89, -0.64, 2.04], [-1.20, 0.74, 1.39], [-2.94, 0.44, 1.11], [-1.93, -0.30, -2.45], [-3.19, -0.69, -1.52], [-2.49, 1.02, -1.22], [1.28, -2.27, 0.43], [1.66, -1.61, 1.82], [2.91, -1.57, 0.68], [-1.36, -1.62, -0.15], [0.83, -0.64, -1.42], [0.59, 0.14, 1.47], [1.94, 1.82, -0.10], [0.04, 1.22, -2.16], [3.04, 0.46, -0.01], [2.61, 1.53, 1.23], [-0.45, 1.84, -0.76]],
  "e_lumo_ev": -3.135,
  "de_lowest_kj_mol": 277.4,
  "total_charge": 1,
  "multiplicity": 1,
  "homo_energy_ev": -12.89,
  "total_energy_ha": -347.98519
}